1.
Here is a structure of composition C4H13Br3N6O3 at a distorted geometry from the Open Molecules 2025 dataset. Energies are from ωB97M-V with the def2-TZVPD basis set.

Each line ends with the natural charge from an NBO analysis.
Cartesian coordinates (Å):
Br 0.180 -3.086 1.594  0.071
Br 0.818 -2.694 -1.664  0.062
Br 2.590 -1.115 0.384  0.097
O -1.747 0.719 0.044  -0.679
O 1.953 2.156 -0.683  -0.663
O -3.988 -1.678 -2.411  -0.645
N 2.744 4.005 -0.125  -0.811
N -0.058 0.772 1.441  -0.855
N -2.628 -3.300 -2.976  -0.878
N -1.943 1.624 2.071  -0.826
N 2.805 2.434 1.303  -0.814
N -2.259 -2.124 -1.113  -0.841
C -2.952 -2.197 -2.212  0.764
C 1.637 -2.801 0.200  -0.422
C 2.525 2.772 0.114  0.730
C -1.264 1.049 1.105  0.752
H -1.495 1.981 2.903  0.378
H 3.319 3.061 1.905  0.387
H 2.509 4.378 -1.033  0.416
H -3.150 -3.597 -3.788  0.398
H 2.772 1.434 1.443  0.397
H 2.309 -3.658 0.160  0.223
H 0.136 0.563 2.410  0.388
H -1.379 -2.612 -1.027  0.375
H 3.193 4.529 0.613  0.366
H -1.904 -3.949 -2.704  0.366
H 0.571 0.646 0.661  0.429
H -2.879 1.981 1.942  0.405
H -2.418 -1.295 -0.558  0.431

Computed properties:
- Kohn-Sham gap: 8.073 eV
- ΔE to the lowest compared entry with this formula, charge and spin: 61.51 kcal per mole
- Charge: 0

---

2.
Here is the ion C4H13ClN4 with charge +2 at a distorted geometry from the Open Molecules 2025 dataset. Energies are from ωB97M-V with the def2-TZVPD basis set.

Each line ends with the natural charge from an NBO analysis.
Cartesian coordinates (Å):
Cl 2.581 -0.919 -1.317  0.220
N 1.881 0.439 0.766  -0.722
N -0.299 -2.542 0.101  -0.518
N -0.499 -1.207 -0.268  -0.517
N -0.440 1.840 -0.265  -0.499
C -1.115 -0.380 0.738  -0.297
C -1.611 0.891 0.027  -0.198
C 1.545 0.127 -0.487  0.354
C 0.606 1.186 -1.168  -0.315
H -0.018 2.215 0.664  0.443
H 1.332 1.895 -1.610  0.283
H -0.857 2.620 -0.681  0.458
H 1.272 0.838 1.343  0.399
H -2.277 1.536 0.554  0.249
H -2.029 0.598 -0.892  0.256
H 0.109 0.546 -1.942  0.296
H 2.746 0.079 0.992  0.439
H -0.398 -0.278 1.583  0.157
H -1.229 -2.958 0.303  0.441
H 0.366 -2.634 0.876  0.393
H -1.918 -0.808 1.257  0.234
H 0.250 -3.086 -0.574  0.445

Computed properties:
- Kohn-Sham gap (alpha / beta): 8.045 / 8.046 eV
- ΔE to the lowest compared entry with this formula, charge and spin: 71.77 kcal per mole
- Charge: +2

---

3.
Here is a cluster of 2 separate species, C4H13N2 in total at a distorted geometry from the Open Molecules 2025 dataset. Energies are from ωB97M-V with the def2-TZVPD basis set.

Each line ends with the Löwdin spin population.
Cartesian coordinates (Å):
N -2.440 -1.236 -0.666  0.038
N -1.119 1.742 0.185  0.011
C 0.165 -0.385 0.607  0.634
C 2.457 0.184 -0.264  0.041
C 1.068 -0.375 -0.582  0.077
C -0.400 0.887 1.148  0.089
H 0.613 0.197 -1.399  0.005
H 0.422 -1.144 1.340  0.032
H -3.309 -1.689 -0.418  0.002
H 0.376 1.534 1.581  0.032
H 1.149 -1.384 -0.996  0.007
H -0.592 1.773 -0.681  0.001
H 2.902 -0.397 0.544  0.001
H -1.080 0.661 1.974  0.004
H 2.406 1.219 0.075  0.001
H -1.791 -1.234 0.123  0.021
H 3.121 0.135 -1.125  0.005
H -1.989 1.289 -0.072  0.000
H -1.962 -1.777 -1.375  0.000

Computed properties:
- Spin multiplicity: 2
- Kohn-Sham gap (alpha / beta): 9.046 / 9.498 eV
- ΔE to the lowest compared entry with this formula, charge and spin: 0.00 kcal per mole
- Charge: 0

---

4.
Here is a cluster of 2 separate species, C4H13N2 in total at a distorted geometry from the Open Molecules 2025 dataset. Energies are from ωB97M-V with the def2-TZVPD basis set.

Each line ends with the Löwdin spin population.
Cartesian coordinates (Å):
N 0.788 0.463 -0.277  0.782
N -2.427 -0.713 0.947  0.002
C 4.018 -0.279 0.192  0.000
C -1.385 0.601 -1.503  0.051
C -0.617 0.610 -0.112  0.094
C -0.994 -0.623 0.700  0.003
H -1.154 1.456 -2.073  0.000
H -0.242 -0.443 1.601  0.001
H -1.055 -0.192 -2.096  0.001
H -2.685 -0.011 1.629  0.001
H 4.076 -1.272 0.593  0.000
H -0.620 -1.513 0.105  0.000
H 2.906 0.104 -0.110  0.001
H 4.623 -0.187 -0.719  0.000
H -2.385 0.541 -1.318  0.005
H 1.230 1.222 -0.772  0.028
H -1.038 1.508 0.533  0.030
H -2.686 -1.672 1.303  0.000
H 4.372 0.352 0.969  0.000

Computed properties:
- Spin multiplicity: 2
- Kohn-Sham gap (alpha / beta): 10.449 / 8.688 eV
- ΔE to the lowest compared entry with this formula, charge and spin: 29.23 kcal per mole
- Charge: 0

---

5.
Here is a structure of composition C4H13N2 at a distorted geometry from the Open Molecules 2025 dataset. Energies are from ωB97M-V with the def2-TZVPD basis set.

Each line ends with the natural charge from an NBO analysis.
Cartesian coordinates (Å):
N -0.287 -0.929 0.566  -0.303
N -2.719 0.844 0.328  -1.077
C 0.504 -1.284 -0.485  -0.324
C 1.034 1.045 -0.366  -0.462
C 1.425 0.484 0.956  -0.298
C 0.691 -0.060 -1.337  -0.415
H 1.411 -0.238 -2.125  0.250
H 1.793 1.769 -0.704  0.296
H 1.575 1.293 1.670  0.283
H 0.033 -2.029 -1.155  0.334
H -0.277 0.134 -1.823  0.251
H 0.126 1.639 -0.173  0.260
H 1.447 -1.715 -0.109  0.231
H 2.286 -0.179 0.888  0.237
H 0.526 -0.178 1.279  0.235
H -2.443 1.138 1.246  0.358
H -0.436 -1.696 1.251  0.412
H -3.719 0.758 0.241  0.384
H -2.225 -0.015 0.144  0.349

Computed properties:
- Kohn-Sham gap: 5.558 eV
- ΔE to the lowest compared entry with this formula, charge and spin: 129.22 kcal per mole
- Charge: +1

---

6.
Here is a cluster of 2 separate species, C4H13N2 in total at a distorted geometry from the Open Molecules 2025 dataset. Energies are from ωB97M-V with the def2-TZVPD basis set.

Each line ends with the natural charge from an NBO analysis.
Cartesian coordinates (Å):
N 0.590 -0.070 0.105  -0.112
N -0.411 -0.462 1.000  -0.364
C 0.532 -0.988 -1.052  -0.410
C 1.895 -0.252 0.796  -0.417
C 0.478 1.332 -0.355  -0.421
C -2.980 -0.073 0.078  -0.334
H 0.419 -2.006 -0.678  0.253
H -2.845 -0.848 -0.647  0.187
H 0.580 2.015 0.489  0.235
H -0.547 0.253 1.711  0.337
H 1.998 -1.293 1.098  0.250
H 2.712 0.020 0.129  0.239
H 1.252 1.553 -1.087  0.239
H 1.445 -0.912 -1.643  0.233
H -2.898 0.960 -0.193  0.179
H -3.337 -0.339 1.053  0.197
H 1.936 0.371 1.688  0.237
H -0.498 1.481 -0.815  0.236
H -0.323 -0.741 -1.678  0.234

Computed properties:
- Kohn-Sham gap (alpha / beta): 11.119 / 7.334 eV
- ΔE to the lowest compared entry with this formula, charge and spin: 130.74 kcal per mole
- Charge: +1

---

7.
Here is a cluster of 3 separate species, C4H13N2 in total at a distorted geometry from the Open Molecules 2025 dataset. Energies are from ωB97M-V with the def2-TZVPD basis set.

Each line ends with the natural charge from an NBO analysis.
Cartesian coordinates (Å):
N -3.288 -0.462 0.752  -1.061
N -0.667 -0.650 0.149  -0.739
C 0.057 0.137 -0.518  0.376
C -0.419 1.239 -1.470  -0.733
C 2.666 -1.164 0.681  -0.729
C 2.516 0.107 -0.068  -0.115
H 3.843 -1.185 0.946  0.284
H 2.214 -1.348 1.667  0.251
H -0.262 -1.272 0.932  0.403
H -1.568 1.499 -1.542  0.224
H -3.306 -0.423 1.782  0.395
H 0.047 2.183 -1.094  0.260
H 2.493 1.036 0.505  0.206
H -3.586 0.476 0.499  0.391
H -4.121 -1.098 0.392  0.418
H 2.498 -2.080 0.028  0.250
H 2.757 0.368 -1.065  0.221
H -1.790 -0.618 0.365  0.438
H -0.227 0.930 -2.447  0.260

Computed properties:
- Kohn-Sham gap: 8.741 eV
- ΔE to the lowest compared entry with this formula, charge and spin: 101.62 kcal per mole
- Charge: +1

---

8.
Here is a structure of composition C4H13N2 at a distorted geometry from the Open Molecules 2025 dataset. Energies are from ωB97M-V with the def2-TZVPD basis set.

Each line ends with the natural charge from an NBO analysis.
Cartesian coordinates (Å):
N -3.017 0.213 -0.122  -1.089
N -0.445 0.642 0.636  -0.685
C 2.665 0.776 -0.576  -0.650
C 0.180 -0.244 0.007  0.509
C -0.419 -1.212 -0.831  -0.737
C 2.113 -0.317 0.291  -0.297
H -3.178 -0.724 -0.414  0.378
H -3.526 0.318 0.780  0.390
H -1.475 0.764 0.533  0.442
H -0.151 -2.250 -0.403  0.286
H 2.742 0.384 -1.534  0.220
H -1.440 -1.017 -0.865  0.238
H 2.156 -0.195 1.336  0.208
H -3.526 0.769 -0.770  0.392
H -0.017 -1.275 -1.784  0.279
H 3.699 0.972 -0.387  0.252
H -0.252 1.421 1.185  0.429
H 2.494 -1.284 0.024  0.220
H 1.927 1.589 -0.680  0.215

Computed properties:
- Kohn-Sham gap: 10.966 eV
- ΔE to the lowest compared entry with this formula, charge and spin: 63.28 kcal per mole
- Charge: +1

---

Number 1: electronic energy -229569.55044 eV. Number 2: electronic energy -22821.15596 eV. Number 3: electronic energy -7337.28123 eV. Number 4: electronic energy -7336.01348 eV. Number 5: electronic energy -7327.88384 eV. Number 6: electronic energy -7327.81789 eV. Number 7: electronic energy -7329.08039 eV. Number 8: electronic energy -7330.74325 eV.